Record 1
107
Properties=species:S:1:pos:R:3 method="wB97M-V/def2-TZVPD" charge=+1 homo_ev="-9.82 / -10.01" spin_multiplicity=4 s2=3.77 e_lumo_ev="-1.9304 / -4.3415" homo_lumo_gap_ev="7.89 / 5.67"
Re 0.34 -0.12 0.76
C -3.04 4.16 0.62
C -2.52 2.89 1.18
C -3.00 2.11 2.23
C -2.09 1.06 2.37
N -1.16 1.19 1.43
N -1.40 2.30 0.72
B -0.17 2.79 -0.08
N 0.12 1.87 -1.29
N 0.88 0.72 -1.13
C 1.46 0.47 -2.32
C 0.98 1.41 -3.25
C 0.17 2.27 -2.57
C -0.54 3.49 -3.06
C 2.69 -0.38 -2.68
C 3.85 0.64 -2.71
C 3.08 -1.49 -1.72
C 2.54 -0.99 -4.08
N 1.06 2.73 0.87
N 1.54 1.55 1.40
C 2.58 1.86 2.19
C 2.76 3.24 2.17
C 1.80 3.76 1.34
C 1.54 5.17 0.96
C 3.45 0.90 2.97
C 3.15 -0.58 2.73
C 4.91 1.15 2.57
C 3.28 1.21 4.47
C -1.95 -0.03 3.40
C -2.12 0.59 4.79
C -0.51 -0.58 3.32
C -2.98 -1.13 3.19
H -3.96 4.45 1.13
H -3.26 4.06 -0.44
H -2.32 4.97 0.73
H -3.87 2.31 2.83
H -0.35 3.90 -0.45
H 1.26 1.49 -4.29
H -0.56 3.48 -4.15
H -0.04 4.40 -2.74
H -1.57 3.52 -2.70
H 3.96 1.12 -1.73
H 3.69 1.41 -3.45
H 4.78 0.12 -2.94
H 3.21 -1.13 -0.70
H 4.04 -1.89 -2.05
H 2.37 -2.31 -1.70
H 2.33 -0.24 -4.84
H 1.75 -1.74 -4.12
H 3.48 -1.47 -4.35
H 3.52 3.80 2.70
H 2.26 5.82 1.46
H 0.54 5.49 1.25
H 1.64 5.32 -0.12
H 3.32 -0.88 1.70
H 2.13 -0.85 3.01
H 3.82 -1.17 3.36
H 5.05 0.96 1.50
H 5.57 0.48 3.13
H 5.21 2.18 2.77
H 2.25 1.00 4.80
H 3.50 2.25 4.69
H 3.95 0.58 5.06
H -1.42 1.41 4.95
H -1.95 -0.16 5.56
H -3.13 0.98 4.92
H 0.22 0.20 3.56
H -0.33 -1.07 2.32
H -0.36 -1.41 3.99
H -3.99 -0.73 3.31
H -2.84 -1.93 3.93
H -2.91 -1.57 2.19
O 2.51 -3.55 1.00
C 1.46 -2.96 0.89
O 1.44 -1.71 0.46
C 0.15 -3.64 1.17
C 0.24 -4.88 1.79
C -0.89 -5.65 2.02
C -2.13 -5.20 1.60
C -2.24 -3.96 0.98
C -1.11 -3.16 0.77
S -1.43 -1.61 0.02
H 1.22 -5.23 2.08
H -0.79 -6.61 2.51
H -3.02 -5.79 1.76
H -3.21 -3.60 0.66
C -5.08 -1.24 -4.25
Ge -3.22 -0.89 -3.79
C -3.08 0.43 -2.36
C -2.17 -0.32 -5.33
C -2.45 -2.61 -3.16
Se -0.60 -2.40 -2.64
C -0.19 -4.24 -2.22
H -5.53 -0.36 -4.70
H -5.65 -1.50 -3.36
H -5.15 -2.07 -4.96
H -3.34 1.41 -2.75
H -2.05 0.48 -1.98
H -3.74 0.19 -1.53
H -2.70 0.45 -5.89
H -1.96 -1.16 -6.00
H -1.21 0.09 -5.00
H -2.47 -3.34 -3.98
H -3.00 -3.01 -2.31
H -0.29 -4.84 -3.12
H -0.86 -4.60 -1.44
H 0.84 -4.28 -1.87

=====

Record 2
111
Properties=species:S:1:pos:R:3 method="wB97M-V/def2-TZVPD" charge=+2 homo_ev="-12.37 / -12.37" spin_multiplicity=2 s2=0.78 e_lumo_ev="-4.0356 / -5.2850" homo_lumo_gap_ev="8.33 / 7.09"
Pb -10.78 -6.23 13.20
C -8.38 -7.66 14.93
C -7.75 -7.83 13.61
N -8.71 -7.88 12.50
C -8.30 -7.43 11.19
C -8.04 -5.91 11.09
C -7.09 -5.39 10.12
C -6.85 -4.03 10.11
C -7.56 -3.21 11.01
C -8.44 -3.81 11.92
C -9.37 -3.00 12.78
N -9.99 -3.73 13.91
C -9.15 -3.89 15.10
C -8.27 -5.11 15.25
N -9.08 -6.35 15.00
N -8.67 -5.12 11.92
H -7.56 -7.69 15.69
H -9.05 -8.45 15.14
H -7.19 -8.79 13.59
H -7.01 -6.98 13.39
H -9.13 -8.81 12.44
H -9.24 -7.60 10.62
H -7.48 -7.97 10.60
H -6.49 -6.11 9.55
H -6.11 -3.59 9.43
H -7.37 -2.16 11.03
H -10.17 -2.70 12.10
H -8.81 -2.12 13.17
H -10.77 -3.16 14.20
H -9.79 -3.87 15.97
H -8.54 -3.04 15.31
H -7.78 -5.07 16.22
H -7.47 -5.06 14.53
H -9.81 -6.45 15.77
C -7.21 -12.39 15.19
C -8.53 -12.07 14.45
C -9.21 -13.13 13.83
C -10.37 -12.55 13.18
N -10.18 -11.06 13.51
N -9.17 -10.92 14.39
B -11.53 -10.35 13.78
N -12.24 -9.69 12.52
C -13.39 -9.97 11.85
C -13.65 -9.03 10.90
C -12.53 -8.20 10.95
C -12.30 -6.97 10.11
N -11.68 -8.56 11.90
N -11.64 -9.33 14.96
C -11.81 -9.73 16.27
C -12.31 -8.71 17.01
C -12.39 -7.65 16.09
C -12.98 -6.22 16.25
N -11.97 -8.00 14.86
N -12.39 -11.63 14.18
C -13.51 -11.92 14.78
C -13.69 -13.30 14.78
C -12.58 -13.86 14.14
C -12.18 -15.25 13.90
N -11.80 -12.78 13.78
H -6.61 -13.04 14.49
H -7.39 -12.91 16.13
H -6.59 -11.51 15.52
H -8.98 -14.18 13.91
H -10.52 -12.67 12.12
H -14.06 -10.73 12.22
H -14.44 -8.92 10.16
H -12.69 -7.06 9.15
H -11.20 -6.85 9.95
H -12.69 -6.03 10.49
H -11.68 -10.78 16.48
H -12.76 -8.74 18.03
H -13.31 -5.92 15.26
H -12.19 -5.51 16.63
H -13.85 -6.18 16.96
H -14.14 -11.17 15.26
H -14.51 -13.82 15.27
H -12.43 -15.79 14.78
H -11.08 -15.28 13.75
H -12.76 -15.61 13.11
C -15.57 -5.53 9.27
C -17.12 -5.56 9.24
C -17.67 -5.36 10.65
C -17.14 -4.02 11.39
N -15.81 -4.15 11.92
C -14.93 -3.20 12.28
S -13.39 -3.69 12.77
N -15.38 -1.92 12.32
C -14.54 -0.72 12.36
C -15.40 0.54 12.62
C -16.20 0.70 13.91
C -17.46 -0.19 14.18
H -15.08 -5.87 8.39
H -15.24 -6.31 9.97
H -15.19 -4.49 9.46
H -17.48 -6.45 8.74
H -17.40 -4.71 8.59
H -17.35 -6.27 11.18
H -18.74 -5.38 10.68
H -17.81 -3.78 12.25
H -17.14 -3.19 10.68
H -15.50 -5.07 12.13
H -16.30 -1.79 12.00
H -14.01 -0.72 11.40
H -13.71 -0.85 13.08
H -16.15 0.60 11.83
H -14.79 1.45 12.43
H -16.44 1.78 13.92
H -15.52 0.58 14.79
H -18.14 -0.26 13.34
H -18.05 0.19 14.97
H -17.12 -1.18 14.47

=====

Record 3
103
Properties=species:S:1:pos:R:3 method="wB97M-V/def2-TZVPD" homo_ev="-6.83 / -7.01" spin_multiplicity=3 s2=2.01 e_lumo_ev="0.0242 / -0.8807" homo_lumo_gap_ev="6.86 / 6.13"
Pt -1.09 -0.97 -1.40
C 0.57 4.92 2.64
C -0.69 4.20 3.15
C -1.93 5.03 2.81
C -0.59 4.09 4.67
C -0.81 2.84 2.47
C -0.90 2.76 1.08
C -1.13 1.55 0.46
Se -1.12 1.55 -1.50
C 0.83 1.59 -1.68
C 1.47 2.81 -1.60
C 2.86 2.87 -1.67
C 3.54 1.66 -1.70
C 2.93 0.42 -1.76
C 1.51 0.36 -1.88
O 0.89 -0.72 -2.21
C 3.85 -0.80 -1.73
C 4.76 -0.71 -0.49
C 4.72 -0.82 -2.99
C 3.10 -2.13 -1.63
C 3.56 4.22 -1.72
C 3.11 4.95 -2.99
C 3.20 5.05 -0.48
C 5.09 4.09 -1.77
C -1.32 0.34 1.18
O -1.75 -0.74 0.62
C -1.08 0.41 2.58
C -0.87 1.64 3.17
C -1.04 -0.82 3.49
C -2.21 -0.76 4.49
C 0.30 -0.82 4.25
C -1.11 -2.16 2.75
H 0.68 5.88 3.14
H 0.51 5.10 1.57
H 1.46 4.32 2.84
H -1.87 6.01 3.29
H -2.83 4.52 3.18
H -2.03 5.17 1.74
H -0.53 5.09 5.10
H 0.29 3.54 4.98
H -1.48 3.60 5.09
H -0.81 3.64 0.46
H 0.86 3.70 -1.51
H 4.61 1.69 -1.69
H 5.40 0.17 -0.52
H 5.39 -1.59 -0.43
H 4.15 -0.65 0.42
H 5.36 0.06 -3.04
H 4.11 -0.86 -3.88
H 5.36 -1.71 -2.97
H 2.43 -2.14 -0.77
H 3.82 -2.94 -1.50
H 2.52 -2.33 -2.52
H 2.03 5.10 -3.00
H 3.38 4.37 -3.87
H 3.59 5.93 -3.06
H 2.13 5.24 -0.44
H 3.72 6.00 -0.49
H 3.48 4.51 0.43
H 5.40 3.53 -2.65
H 5.47 3.60 -0.88
H 5.53 5.08 -1.83
H -0.75 1.67 4.24
H -2.14 0.12 5.12
H -2.20 -1.64 5.12
H -3.15 -0.72 3.95
H 0.41 0.06 4.89
H 1.12 -0.83 3.55
H 0.37 -1.70 4.89
H -2.09 -2.30 2.29
H -0.94 -2.97 3.45
H -0.36 -2.20 1.97
C -5.94 0.65 -0.84
C -5.60 -0.73 -1.36
S -3.76 -0.82 -1.66
O -3.54 0.02 -2.84
C -3.78 -2.56 -2.28
C -3.81 -3.51 -1.10
H -7.01 0.74 -0.70
H -5.61 1.40 -1.56
H -5.44 0.83 0.10
H -6.09 -0.93 -2.31
H -5.85 -1.50 -0.64
H -2.84 -2.65 -2.83
H -4.62 -2.70 -2.96
H -3.07 -3.19 -0.37
H -3.57 -4.53 -1.40
H -4.79 -3.52 -0.62
S -0.13 -3.34 -1.77
C -0.74 -4.89 -1.65
N -0.91 -5.51 -0.46
C -0.98 -6.95 -0.33
C -1.73 -7.53 -1.53
C -1.09 -7.02 -2.82
N -1.04 -5.57 -2.77
H -0.63 -4.97 0.34
H -1.49 -7.19 0.60
H 0.03 -7.38 -0.28
H -2.77 -7.21 -1.49
H -1.69 -8.62 -1.50
H -1.69 -7.32 -3.69
H -0.09 -7.44 -2.93
H -0.80 -5.08 -3.62

=====

Record 4
109
Properties=species:S:1:pos:R:3 method="wB97M-V/def2-TZVPD" homo_ev=-7.37 spin_multiplicity=1 e_lumo_ev=-0.2225 homo_lumo_gap_ev=7.14
Sc 0.02 0.12 0.16
C 3.24 -1.72 -2.51
Si 1.74 -0.86 -3.27
C 2.31 0.88 -3.74
C 1.46 -1.73 -4.94
C 0.23 -0.88 -2.17
C -0.79 0.09 -2.51
C -1.19 0.52 -3.80
C -2.14 1.49 -3.94
C -2.70 2.10 -2.81
C -2.27 1.68 -1.59
N -1.36 0.70 -1.44
Si -0.17 -2.59 -1.62
C 0.92 -2.87 -0.09
C 0.25 -4.01 -2.79
C -2.02 -2.74 -1.35
H 4.06 -1.63 -3.23
H 3.08 -2.78 -2.32
H 3.55 -1.25 -1.58
H 3.18 0.78 -4.40
H 2.61 1.49 -2.89
H 1.55 1.41 -4.30
H 2.07 -1.27 -5.72
H 0.42 -1.70 -5.27
H 1.74 -2.78 -4.88
H -0.76 0.04 -4.67
H -2.46 1.79 -4.93
H -3.44 2.89 -2.90
H -2.63 2.13 -0.67
H 1.94 -2.57 -0.34
H 0.95 -3.91 0.24
H 0.64 -2.30 0.80
H 1.31 -4.09 -3.03
H -0.31 -3.92 -3.72
H -0.04 -4.94 -2.31
H -2.40 -2.10 -0.56
H -2.31 -3.77 -1.12
H -2.51 -2.45 -2.28
Br 4.23 -3.21 2.19
C 4.75 -1.55 1.40
C 6.10 -1.23 1.36
C 6.43 -0.01 0.80
C 5.43 0.81 0.31
C 4.12 0.37 0.39
N 3.78 -0.80 0.94
C 3.00 1.24 -0.15
O 3.21 2.42 -0.37
O 1.89 0.64 -0.36
H 6.84 -1.91 1.75
H 7.47 0.29 0.74
H 5.63 1.78 -0.13
C 1.77 1.11 2.78
O 0.72 0.36 2.19
Si -0.39 -0.58 3.12
C 0.73 -1.96 3.73
C -0.82 0.47 4.63
C -1.65 -0.93 1.86
Si -2.33 -2.64 2.29
C -4.00 -3.09 1.51
C -2.66 -2.79 4.16
C -1.28 -4.16 1.92
Si -3.13 0.21 1.84
C -4.38 0.01 3.25
C -4.24 0.08 0.30
C -2.68 2.05 2.02
H 2.56 0.44 3.12
H 1.39 1.68 3.63
H 2.18 1.80 2.05
H 1.57 -1.47 4.24
H 1.15 -2.54 2.91
H 0.27 -2.64 4.44
H 0.00 0.47 5.35
H -1.69 0.06 5.13
H -1.04 1.51 4.37
H -4.59 -2.28 1.11
H -4.60 -3.60 2.27
H -3.84 -3.81 0.70
H -3.43 -2.10 4.50
H -1.79 -2.65 4.80
H -3.03 -3.80 4.34
H -1.19 -4.34 0.85
H -1.83 -5.01 2.34
H -0.29 -4.17 2.36
H -4.91 -0.94 3.23
H -5.12 0.81 3.12
H -3.93 0.14 4.24
H -5.15 -0.47 0.54
H -3.78 -0.39 -0.57
H -4.56 1.08 0.00
H -2.59 2.29 3.08
H -3.53 2.64 1.65
H -1.78 2.41 1.53
C 0.81 4.41 1.40
C 0.41 3.59 0.20
O 0.08 2.42 0.37
C 0.37 4.24 -1.12
C 0.21 5.62 -1.23
C 0.12 6.22 -2.48
C 0.23 5.44 -3.62
C 0.41 4.06 -3.52
C 0.48 3.46 -2.27
H 0.88 3.77 2.27
H 0.06 5.18 1.59
H 1.76 4.91 1.21
H 0.13 6.24 -0.34
H -0.02 7.29 -2.56
H 0.17 5.90 -4.60
H 0.51 3.46 -4.41
H 0.64 2.40 -2.18